[1]
DFT (the ωB97M-V functional and the def2-TZVPD basis) results for a structure of composition C35H32Cl2N7O2V.

Geometry as XYZ:
```
79
Properties=species:S:1:pos:R:3
V -0.30684 -0.31077 -0.68840
C 1.11750 -1.01013 -3.23520
N 1.12050 0.13603 -2.30855
C 0.77363 1.41498 -2.96650
C -0.47944 2.07450 -2.43270
C -1.01093 3.18341 -3.07495
C -2.12330 3.80218 -2.53266
C -2.68248 3.28206 -1.37300
C -2.12174 2.15193 -0.81567
N -1.03221 1.56383 -1.33077
C 2.42088 0.21451 -1.60242
C 2.30048 1.03399 -0.35023
C 3.24707 1.94711 0.06505
C 3.05935 2.59476 1.28208
C 1.92956 2.30231 2.02563
C 1.01564 1.38635 1.52854
N 1.19122 0.76830 0.35837
C 0.93066 -2.31783 -2.50009
C 1.22945 -3.52947 -3.10073
C 0.97944 -4.69897 -2.40215
C 0.44350 -4.61432 -1.12475
C 0.17585 -3.36948 -0.59234
N 0.41764 -2.23620 -1.26765
H 2.03884 -1.04086 -3.82998
H 0.29004 -0.87422 -3.93414
H 0.66278 1.25709 -4.04124
H 1.60328 2.11741 -2.84835
H -0.54800 3.55928 -3.97809
H -2.55155 4.67401 -3.00821
H -3.54996 3.73028 -0.91130
H -2.53997 1.67839 0.06454
H 3.19859 0.60339 -2.26886
H 2.69040 -0.80457 -1.31387
H 4.12217 2.13530 -0.54270
H 3.78689 3.31057 1.63952
H 1.74646 2.77279 2.98104
H 0.12087 1.11365 2.07488
H 1.64985 -3.54959 -4.09758
H 1.19936 -5.66072 -2.84489
H 0.23021 -5.49985 -0.54352
H -0.24463 -3.24762 0.39808
C -7.53070 3.47840 -1.13553
O -7.90399 2.38333 -1.94782
C -7.64325 1.13318 -1.48911
C -8.10356 0.08722 -2.29028
C -7.91407 -1.21578 -1.88687
C -7.20955 -1.50314 -0.71719
C -6.76437 -0.46341 0.08514
C -6.99044 0.85530 -0.29279
N -7.14180 -2.89102 -0.37377
N -6.14219 -3.42319 0.12307
C -4.90353 -2.71534 0.28367
C -4.34781 -2.67587 1.53658
C -3.13057 -2.02172 1.78404
C -2.43141 -1.43601 0.75053
O -1.28317 -0.79025 0.91604
C -2.94519 -1.57252 -0.57196
N -2.15104 -1.08603 -1.57172
C -2.58180 -1.17893 -2.80946
C -3.79414 -1.79922 -3.15881
C -4.58244 -2.32333 -2.17449
C -4.18161 -2.20194 -0.82401
H -7.82906 4.37201 -1.67564
H -6.44939 3.49758 -0.97219
H -8.04136 3.45163 -0.17003
H -8.63960 0.32532 -3.19886
H -8.31287 -2.03872 -2.46636
H -6.26586 -0.66409 1.02334
H -6.66943 1.65196 0.36249
H -4.88386 -3.13990 2.35496
H -2.73123 -1.96891 2.78808
H -1.94453 -0.76204 -3.58298
H -4.07303 -1.86920 -4.20062
H -5.50019 -2.83969 -2.41842
Cl 2.95758 -1.53901 4.72214
C 3.39117 -2.21132 3.15053
Cl 2.10384 -1.97185 1.95186
H 3.55882 -3.27555 3.26072
H 4.28017 -1.70516 2.79485
```

Results
E_HOMO (alpha / beta) (eV): -9.05 / -8.05
Net charge: +1
Gap between HOMO and LUMO (alpha / beta) (eV): 6.7 / 5.6
2S+1: 2

=====

[2]
DFT (the ωB97M-V functional and the def2-TZVPD basis) results for a structure of composition C35H32CrN2OPS2.

Geometry as XYZ:
```
74
Properties=species:S:1:pos:R:3
Cr -0.76266 -0.16535 0.88430
C 0.13972 -2.88795 -0.09943
N -1.06287 -2.04118 -0.23679
C -2.21773 -2.71389 0.43120
C -2.26973 -2.41742 1.91817
N -2.44510 -0.96961 2.14278
C -3.82374 -0.54477 1.81343
C -2.18344 -0.55124 3.51834
C -2.62070 -1.31487 4.59189
C -2.47152 -0.85307 5.89159
C -1.90360 0.39720 6.10499
C -1.46969 1.15783 5.03104
C -1.59542 0.69834 3.71560
S -1.01410 1.66365 2.36772
C -1.39350 -1.76627 -1.63859
C -1.23069 -2.73640 -2.62184
C -1.63816 -2.49642 -3.92598
C -2.23459 -1.28143 -4.23838
C -2.41130 -0.31925 -3.25631
C -1.99899 -0.53849 -1.93551
S -2.24470 0.68878 -0.70360
H -0.00181 -3.87595 -0.54479
H 0.36492 -3.02355 0.95549
H 0.98624 -2.39847 -0.57503
H -2.16553 -3.79506 0.26948
H -3.12453 -2.35842 -0.05030
H -1.35095 -2.72437 2.41276
H -3.09452 -2.99759 2.34836
H -4.53641 -1.10444 2.42987
H -4.03749 -0.68771 0.76008
H -3.91515 0.51817 2.02569
H -3.08214 -2.28121 4.41913
H -2.80500 -1.45972 6.72438
H -1.79249 0.77720 7.11399
H -1.01534 2.12890 5.19051
H -0.77414 -3.68938 -2.38316
H -1.49861 -3.25623 -4.68577
H -2.56326 -1.08375 -5.25182
H -2.87732 0.63150 -3.49212
O 0.42027 -1.09714 2.34803
C 0.98397 -0.27972 1.63063
C 2.40303 0.03826 1.41760
C 3.40483 -0.11335 2.36359
C 4.70855 0.21398 2.02038
C 4.99005 0.65931 0.73314
C 3.97847 0.79012 -0.21102
C 2.66636 0.50326 0.14116
P 1.16678 0.64131 -0.93278
C 0.80524 2.43799 -0.81376
C -0.05909 3.00300 -1.75321
C -0.41650 4.33863 -1.66462
C 0.06849 5.12321 -0.62303
C 0.91120 4.56527 0.32366
C 1.28223 3.22800 0.22672
C 1.90111 0.49570 -2.60334
C 2.34512 1.57121 -3.36778
C 2.93934 1.34957 -4.60507
C 3.09537 0.05732 -5.09080
C 2.64898 -1.01936 -4.33744
C 2.05019 -0.79729 -3.10617
H 3.15402 -0.47790 3.35248
H 5.50613 0.11458 2.74537
H 6.00968 0.91246 0.46487
H 4.21095 1.12431 -1.21538
H -0.45956 2.39005 -2.55262
H -1.08565 4.76721 -2.40124
H -0.22041 6.16466 -0.54760
H 1.27552 5.16576 1.14866
H 1.93290 2.80383 0.97996
H 2.23744 2.58453 -3.00040
H 3.28036 2.19468 -5.18986
H 3.55860 -0.10890 -6.05573
H 2.75697 -2.02954 -4.71257
H 1.68506 -1.64310 -2.53315
```

Results
E_HOMO (alpha / beta) (eV): -6.86 / -6.93
Gap between HOMO and LUMO (alpha / beta) (eV): 6.8 / 6.9
2S+1: 2

=====

[3]
DFT (the ωB97M-V functional and the def2-TZVPD basis) results for a structure of composition C35H32GeN2O4STi.

Geometry as XYZ:
```
76
Properties=species:S:1:pos:R:3
Ti 1.99754 0.59382 -0.05662
N 5.56493 1.99644 0.11290
C 5.52762 1.10885 -1.04809
C 4.14662 0.50559 -1.13718
O 3.19088 1.22736 -1.62357
N 3.78144 -0.63639 -0.61925
C 4.49419 -1.24438 0.47358
C 3.67723 -0.95344 1.75185
O 3.79629 -1.66104 2.73136
O 2.86653 0.07213 1.66234
H 6.41523 2.54329 0.12511
H 5.51828 1.47875 0.98247
H 6.28117 0.31338 -1.03914
H 5.66754 1.71245 -1.94415
H 4.54369 -2.32642 0.36249
H 5.51376 -0.87460 0.62944
O 0.59955 -0.87840 -0.05663
S 1.05605 -2.29269 0.35339
C 0.05098 -2.76554 1.72691
C -1.28541 -3.12476 1.60185
C -1.98090 -3.48283 2.74157
C -1.34447 -3.47534 3.97836
C -0.01491 -3.09844 4.08893
C 0.70120 -2.73645 2.95622
C 0.38997 -3.31771 -0.93538
C 0.84314 -4.62545 -1.03134
C 0.33915 -5.43219 -2.03774
C -0.59222 -4.92284 -2.93497
C -1.02497 -3.60863 -2.83103
C -0.53393 -2.79024 -1.82316
H -1.76988 -3.13073 0.63426
H -3.02338 -3.76246 2.66871
H -1.89611 -3.76135 4.86487
H 0.47186 -3.08537 5.05482
H 1.74110 -2.43048 3.02306
H 1.57657 -5.00148 -0.32784
H 0.67967 -6.45469 -2.12923
H -0.97738 -5.55392 -3.72505
H -1.74409 -3.21254 -3.53583
H -0.85101 -1.75988 -1.72830
C 1.19127 2.16666 0.30666
Ge -0.70398 2.08455 -0.11842
C -1.12417 1.48756 -1.95312
C -2.31655 1.92235 -2.53591
C -2.66323 1.55414 -3.82920
C -1.80990 0.75212 -4.57412
C -0.61528 0.31860 -4.01836
C -0.28165 0.68274 -2.72050
C -1.41734 3.89952 -0.03220
C -2.41705 4.25512 0.86950
C -2.90986 5.55469 0.90268
C -2.40511 6.50962 0.03385
C -1.40655 6.16767 -0.86918
C -0.91678 4.87038 -0.90135
C -1.69828 0.99415 1.17311
C -2.99386 0.54079 0.93968
C -3.69896 -0.13941 1.92546
C -3.11129 -0.37370 3.15985
C -1.81359 0.05793 3.40173
C -1.11242 0.73617 2.41403
H 1.47601 3.19361 0.53157
H -2.97693 2.57548 -1.97509
H -3.59308 1.90449 -4.25976
H -2.07037 0.47426 -5.58776
H 0.06091 -0.29984 -4.59631
H 0.65092 0.30301 -2.31339
H -2.81257 3.51085 1.55162
H -3.68703 5.82243 1.60782
H -2.78777 7.52220 0.05977
H -1.01154 6.91365 -1.54758
H -0.13847 4.60721 -1.60995
H -3.46477 0.72318 -0.02136
H -4.70956 -0.47964 1.73328
H -3.66181 -0.89758 3.93200
H -1.34710 -0.13383 4.36039
H -0.09583 1.06747 2.60061
```

Results
E_HOMO (eV): -7.62
Gap between HOMO and LUMO (eV): 7.5

=====

[4]
DFT (the ωB97M-V functional and the def2-TZVPD basis) results for a structure of composition C35H32LiN9OS.

Geometry as XYZ:
```
79
Properties=species:S:1:pos:R:3
Li -0.43125 -0.06066 0.12648
C -1.55722 2.08109 -3.64223
C -0.58077 1.76106 -4.58909
C 0.35121 0.80609 -4.27490
C 0.31851 0.17266 -3.01193
N -0.59343 0.51186 -2.09484
C -1.50383 1.43273 -2.42917
N 1.24999 -0.82777 -2.84095
C 1.50652 -1.42890 -1.71920
N 1.02226 -1.26086 -0.45809
C 1.67145 -2.14547 0.36420
N 1.58913 -2.36659 1.63154
C 0.75928 -1.71174 2.52408
C 0.90376 -2.14350 3.85811
C 0.13666 -1.58765 4.85060
C -0.78455 -0.60175 4.50271
C -0.86285 -0.24069 3.17627
N -0.11653 -0.75667 2.19499
C 2.63113 -2.95942 -0.43251
C 3.50156 -3.97305 -0.07777
C 4.27225 -4.52952 -1.09164
C 4.16844 -4.07658 -2.40827
C 3.29145 -3.05396 -2.74950
C 2.52871 -2.51307 -1.73121
H -2.33263 2.81093 -3.82852
H -0.56168 2.24857 -5.55585
H 1.12316 0.50133 -4.96615
H -2.23990 1.66089 -1.66953
H 1.63121 -2.91680 4.05460
H 0.24459 -1.91576 5.87672
H -1.42845 -0.12779 5.22968
H -1.58732 0.50539 2.87867
H 3.56950 -4.30588 0.94914
H 4.96823 -5.32671 -0.86251
H 4.78684 -4.53249 -3.17149
H 3.20070 -2.68477 -3.76211
C -6.11287 -3.35955 -1.66639
C -5.02516 -3.41763 -2.73173
C -4.93446 -2.10842 -3.50734
C -3.67465 -3.82305 -2.14380
N -3.16843 -2.86353 -1.17099
C -2.43242 -1.76197 -1.33549
N -2.23698 -1.21645 -0.16009
N -2.86901 -2.00810 0.72985
N -3.41340 -3.00301 0.14180
H -7.08166 -3.15511 -2.12263
H -5.91041 -2.56762 -0.94296
H -6.18740 -4.29562 -1.11214
H -5.27261 -4.21695 -3.43893
H -4.72350 -1.26829 -2.84161
H -5.87848 -1.89332 -4.00775
H -4.15251 -2.13952 -4.26855
H -2.91859 -3.91412 -2.92460
H -3.73343 -4.77415 -1.61674
H -2.03967 -1.40455 -2.26988
O -0.87224 2.17242 0.57478
S -2.27972 2.14868 1.12107
C -3.23509 3.24561 0.08163
C -4.55897 2.96805 -0.19690
C -5.26293 3.83535 -1.02533
C -4.63347 4.94220 -1.56758
C -3.29209 5.19677 -1.29532
C -2.58398 4.34659 -0.46541
C -2.25175 3.14649 2.60536
C -1.07415 3.78329 2.95260
C -1.04485 4.53896 4.11786
C -2.17584 4.64241 4.91223
C -3.34448 3.97990 4.55647
C -3.38629 3.21888 3.39943
H -5.03149 2.08344 0.21179
H -6.30113 3.63485 -1.25401
H -5.18513 5.61110 -2.21491
H -2.80119 6.05506 -1.73444
H -1.53380 4.49903 -0.25356
H -0.20253 3.66596 2.32292
H -0.13116 5.04138 4.40659
H -2.14937 5.23421 5.81748
H -4.22344 4.04733 5.18370
H -4.29083 2.69054 3.12333
```

Results
E_HOMO (eV): -7.12
Gap between HOMO and LUMO (eV): 7.4

=====

[5]
DFT (the ωB97M-V functional and the def2-TZVPD basis) results for a structure of composition C35H33As2CoN7S.

Geometry as XYZ:
```
79
Properties=species:S:1:pos:R:3
Co -0.50914 0.36302 -0.81090
C 1.75661 -0.92671 -4.17332
C 0.78975 -0.25408 -3.44502
N 0.47921 -0.62708 -2.19892
C 1.11570 -1.71267 -1.69216
C 2.10553 -2.34700 -2.43580
N 2.43101 -1.94711 -3.65358
C 0.71043 -2.05721 -0.32688
C 1.24722 -2.99810 0.47905
C 0.89549 -2.94873 1.88608
C -0.13079 -2.17715 2.30017
C -0.96706 -1.41046 1.30572
N -0.23399 -1.18592 0.10685
C -3.22926 -1.25488 0.09631
C -4.61632 -1.35005 0.22774
N -5.45086 -0.64469 -0.51212
C -4.94012 0.15831 -1.43344
C -3.56586 0.26811 -1.58289
N -2.71259 -0.41615 -0.81514
C 1.75869 -3.64658 2.87049
C 3.13843 -3.63220 2.71124
C 3.93354 -4.18617 3.70843
N 3.41818 -4.73779 4.79942
C 2.10015 -4.78570 4.94453
C 1.22891 -4.25359 4.00072
H 1.99712 -0.63154 -5.18675
H 0.25787 0.57931 -3.87392
H 2.65827 -3.18388 -2.02673
H 1.95889 -3.72439 0.11546
H -0.37550 -2.09630 3.35157
H -5.05873 -2.02192 0.95725
H -5.63539 0.70979 -2.05416
H -3.14514 0.91817 -2.33580
H 3.60682 -3.17404 1.84841
H 5.01356 -4.17239 3.62759
H 1.72502 -5.25536 5.84571
H 0.15892 -4.33452 4.15142
C -1.37230 2.41042 -3.95510
As -0.92890 2.41617 -2.04911
C -2.31788 3.63650 -1.40629
C 0.69637 3.44513 -2.06805
C 0.78830 4.59578 -2.84805
C 1.98751 5.28627 -2.92651
C 3.09860 4.83031 -2.22547
C 3.01172 3.68358 -1.45062
C 1.80735 2.98646 -1.37311
As 1.72187 1.38491 -0.28211
C 3.33226 0.43245 -0.77273
C 2.12845 2.04747 1.49067
H -2.03205 3.24964 -4.16328
H -1.88457 1.49571 -4.25252
H -0.46460 2.52055 -4.54431
H -1.88017 4.60350 -1.16387
H -2.83373 3.24139 -0.53275
H -3.05308 3.77048 -2.19624
H -0.06970 4.95239 -3.40606
H 2.05804 6.17423 -3.54014
H 4.03738 5.36424 -2.28835
H 3.88713 3.33886 -0.91363
H 4.18853 1.01876 -0.44370
H 3.37349 0.29616 -1.85181
H 3.35289 -0.53792 -0.27819
H 2.98723 2.71254 1.41693
H 2.37282 1.21061 2.14421
H 1.28483 2.59307 1.90697
S -2.20786 2.01335 3.05282
C -1.41230 2.15842 1.58008
N -1.07031 1.01219 1.00402
C -1.39789 -0.04668 1.77547
C -2.32141 -2.13614 0.97035
C -3.00921 -2.59579 2.21961
C -3.18000 -1.93887 3.41026
C -2.84070 -0.61119 3.72729
C -2.13881 0.27583 2.89765
H -1.19311 3.12521 1.14753
H -2.06035 -3.02283 0.38437
H -3.43429 -3.59476 2.16950
H -3.70254 -2.47953 4.19048
H -3.22359 -0.22121 4.66719
```

Results
E_HOMO (alpha / beta) (eV): -15.47 / -15.47
Net charge: +3
Gap between HOMO and LUMO (alpha / beta) (eV): 4.1 / 4.1

=====

[6]
DFT (the ωB97M-V functional and the def2-TZVPD basis) results for a cluster of 5 separate species, C35H33Br2F5NO2 in total.

Geometry as XYZ:
```
78
Properties=species:S:1:pos:R:3
C 4.08713 -2.46930 0.06077
C 3.51628 -1.07514 -0.20278
F 3.63212 -0.28316 0.94873
C 2.03348 -1.11104 -0.53578
N 1.22541 -0.86846 0.51936
C -0.11317 -0.86499 0.45924
C -0.72189 -1.13032 -0.74764
C 0.07001 -1.38397 -1.86766
C -0.70865 -1.57619 -3.15478
O -1.21454 -0.63288 -3.67319
O -0.81698 -2.81673 -3.62643
C 1.47299 -1.37559 -1.78293
C 2.36775 -1.66399 -2.95249
Br 2.38801 -3.58926 -3.20085
C 2.05925 -0.78323 -4.20973
C 3.26502 0.09156 -4.56255
Br 1.53886 -1.80154 -5.77072
H 3.46574 -3.25083 -0.37824
H 5.08289 -2.57805 -0.36050
H 4.13026 -2.63652 1.13510
H 4.06714 -0.55862 -0.98536
H 1.67008 -0.65310 1.40509
H -0.68092 -0.64083 1.34916
H -1.79847 -1.11384 -0.83945
H -0.24754 -3.44034 -3.15499
H 3.38796 -1.42885 -2.67725
H 1.20733 -0.13864 -4.00349
H 3.76549 0.42414 -3.65047
H 2.92275 0.98817 -5.07440
H 3.96947 -0.43557 -5.19905
F -1.25181 2.01465 -0.25546
C -0.25442 2.91908 -0.43100
C -0.51365 4.07872 -1.12888
C 0.52423 4.98454 -1.29633
C 1.78622 4.72168 -0.77678
C 2.01794 3.54618 -0.07773
C 0.98569 2.63606 0.10226
H -1.50416 4.26579 -1.52029
H 0.34247 5.90501 -1.83352
H 2.58563 5.43665 -0.91196
H 2.99738 3.33890 0.33246
H 1.12457 1.71633 0.65143
F -4.35654 6.01688 -1.66602
C -4.59540 5.02266 -0.78860
C -4.31473 3.72546 -1.16716
C -4.54770 2.70553 -0.25634
C -5.06170 2.98976 1.00091
C -5.33972 4.30475 1.35282
C -5.10379 5.33580 0.45602
H -3.92417 3.52590 -2.15648
H -4.32430 1.68448 -0.53647
H -5.24717 2.19028 1.70643
H -5.74007 4.53243 2.33071
H -5.30658 6.36673 0.71138
F -4.34027 5.60329 4.29861
C -4.56890 4.60737 5.18009
C -4.29595 3.30839 4.80035
C -4.53076 2.28928 5.71297
C -5.03263 2.57770 6.97417
C -5.29985 3.89346 7.32682
C -5.06756 4.92356 6.42731
H -3.90741 3.10798 3.81060
H -4.32201 1.26452 5.43542
H -5.21645 1.77977 7.68038
H -5.69334 4.12199 8.30779
H -5.26532 5.95570 6.68190
F 3.63896 -5.60507 -0.89724
C 3.97098 -6.92559 -0.85230
C 2.95982 -7.85644 -0.74917
C 3.30539 -9.19977 -0.70761
C 4.63788 -9.58280 -0.76752
C 5.63256 -8.62047 -0.87089
C 5.30305 -7.27326 -0.91554
H 1.92827 -7.53440 -0.70166
H 2.52892 -9.94818 -0.62957
H 4.90065 -10.63083 -0.73449
H 6.67136 -8.91676 -0.91720
H 6.06111 -6.50657 -1.00135
```

Results
E_HOMO (eV): -10.84
Net charge: +1
Gap between HOMO and LUMO (eV): 6.3